Entry 1:
This record from OMol25 describes C2H3NO2S as an isolated structure. The level of theory is ωB97M-V/def2-TZVPD.

The geometry in XYZ format:
```
9
Properties=species:S:1:pos:R:3:mulliken_charge:R:1
C -1.025 -1.862 0.295 0.400
C 0.234 -0.389 -0.620 0.067
N -1.038 -0.512 -0.087 -0.085
O -1.834 -2.494 0.906 -0.501
O 1.132 0.460 0.598 -0.620
S 0.523 -2.119 -0.543 -0.153
H 0.366 0.269 -1.406 0.394
H -1.743 0.227 0.024 0.214
H 1.979 0.842 0.344 0.284
```

The energy above the lowest of the compared OMol25 structures with the same formula, charge and spin is 46.7 kcal/mol. The value obtained for the gap between HOMO and LUMO is 0.383 hartree. Its charge is 0. As for the highest occupied orbital energy: -9.99 eV.


Entry 2:
This record from OMol25 describes C2H3NO2S2 as an isolated structure. The level of theory is ωB97M-V/def2-TZVPD.

The geometry in XYZ format:
```
10
Properties=species:S:1:pos:R:3:mulliken_charge:R:1
C -0.595 -0.388 0.176 0.262
C 0.182 -1.099 -0.591 -0.466
N -0.089 -2.149 -1.479 0.898
O -1.252 -2.566 -1.431 -0.534
O 0.803 -2.766 -2.070 -0.509
S 0.055 0.871 1.165 -0.086
S 2.372 -0.793 -0.041 -0.206
H -1.707 -0.427 0.391 0.321
H -1.160 1.194 1.731 0.129
H 2.086 -1.931 0.571 0.190
```

The energy above the lowest of the compared OMol25 structures with the same formula, charge and spin is 128.4 kcal/mol. The value obtained for the gap between HOMO and LUMO is 0.322 hartree. Its charge is 0. As for the highest occupied orbital energy: -9.78 eV.


Entry 3:
This record from OMol25 describes one molecule with the formula C2H3NO2S2. The level of theory is ωB97M-V/def2-TZVPD.

The geometry in XYZ format:
```
10
Properties=species:S:1:pos:R:3:mulliken_charge:R:1
O 1.739 -1.384 -0.011 -0.566
S 0.419 -0.936 0.344 1.009
O -0.484 -2.158 0.968 -0.588
C -0.470 -0.194 -1.162 -0.489
S -0.757 1.486 -0.638 -0.084
C 0.014 1.471 0.940 0.025
N 0.657 0.419 1.326 -0.385
H -1.478 -0.654 -1.553 0.346
H 0.365 -0.329 -1.875 0.341
H -0.006 2.280 1.662 0.392
```

The energy above the lowest of the compared OMol25 structures with the same formula, charge and spin is 59.0 kcal/mol. The value obtained for the gap between HOMO and LUMO is 0.362 hartree. Its charge is 0. As for the highest occupied orbital energy: -10.22 eV.


Entry 4:
This record from OMol25 describes a 2-piece molecular cluster, C2H3NO3 overall. The level of theory is ωB97M-V/def2-TZVPD.

The geometry in XYZ format:
```
9
Properties=species:S:1:pos:R:3:mulliken_charge:R:1
C -1.441 -0.352 0.155 -0.051
C -0.725 0.850 0.017 -0.366
N 1.981 -0.167 -0.135 0.547
O 2.534 0.425 0.799 -0.366
O 2.433 -0.972 -0.908 -0.390
O -1.564 0.553 -0.955 -0.326
H -0.943 -1.319 -0.055 0.228
H -2.370 -0.357 0.833 0.200
H 0.095 1.339 0.249 0.523
```

The energy above the lowest of the compared OMol25 structures with the same formula, charge and spin is 199.2 kcal/mol. The value obtained for the gap between HOMO and LUMO (spin up / spin down) is 0.394 / 0.208 hartree. Its charge is 0. As for the highest occupied orbital energy (spin up / spin down): -10.42 / -7.78 eV.


Entry 5:
This record from OMol25 describes a 2-piece molecular cluster, C2H3NO3 overall. The level of theory is ωB97M-V/def2-TZVPD.

The geometry in XYZ format:
```
9
Properties=species:S:1:pos:R:3:mulliken_charge:R:1
C -0.635 0.742 -0.589 -0.021
C -0.680 -2.636 0.917 0.090
N 0.602 0.461 -0.213 0.016
O -1.221 0.173 -1.513 -0.557
O -1.731 -2.755 1.229 -0.096
O 1.363 1.475 0.379 -0.400
H -1.172 1.472 0.024 0.370
H 1.270 -0.106 -0.830 0.288
H 2.205 1.174 0.595 0.311
```

The energy above the lowest of the compared OMol25 structures with the same formula, charge and spin is 80.0 kcal/mol. The value obtained for the gap between HOMO and LUMO is 0.377 hartree. Its charge is 0. As for the highest occupied orbital energy: -9.75 eV.


Entry 6:
This record from OMol25 describes one molecule with the formula C2H3NO3. The level of theory is ωB97M-V/def2-TZVPD.

The geometry in XYZ format:
```
9
Properties=species:S:1:pos:R:3:mulliken_charge:R:1
N 2.560 0.409 0.010 -0.339
C 1.448 0.206 0.137 -0.044
C -0.062 0.076 0.050 0.897
O -0.688 -1.033 -0.422 -0.550
O -0.501 1.129 -0.729 -0.453
O -0.427 0.226 1.459 -0.508
H -0.224 -1.919 -0.277 0.352
H -0.683 0.710 -1.563 0.319
H -1.423 0.196 1.336 0.325
```

The energy above the lowest of the compared OMol25 structures with the same formula, charge and spin is 48.1 kcal/mol. The value obtained for the gap between HOMO and LUMO is 0.443 hartree. Its charge is 0. As for the highest occupied orbital energy: -11.82 eV.


Number 5 is which compound? C2H3NO3


Among the records above, which one has the highest energy above the lowest of the compared OMol25 structures with the same formula, charge and spin? number 4


Repeat the third record exactly.
This record from OMol25 describes one molecule with the formula C2H3NO2S2. The level of theory is ωB97M-V/def2-TZVPD.

The geometry in XYZ format:
```
10
Properties=species:S:1:pos:R:3:mulliken_charge:R:1
O 1.739 -1.384 -0.011 -0.566
S 0.419 -0.936 0.344 1.009
O -0.484 -2.158 0.968 -0.588
C -0.470 -0.194 -1.162 -0.489
S -0.757 1.486 -0.638 -0.084
C 0.014 1.471 0.940 0.025
N 0.657 0.419 1.326 -0.385
H -1.478 -0.654 -1.553 0.346
H 0.365 -0.329 -1.875 0.341
H -0.006 2.280 1.662 0.392
```

The energy above the lowest of the compared OMol25 structures with the same formula, charge and spin is 59.0 kcal/mol. The value obtained for the gap between HOMO and LUMO is 0.362 hartree. Its charge is 0. As for the highest occupied orbital energy: -10.22 eV.


Copy entry 3 word for word.
This record from OMol25 describes one molecule with the formula C2H3NO2S2. The level of theory is ωB97M-V/def2-TZVPD.

The geometry in XYZ format:
```
10
Properties=species:S:1:pos:R:3:mulliken_charge:R:1
O 1.739 -1.384 -0.011 -0.566
S 0.419 -0.936 0.344 1.009
O -0.484 -2.158 0.968 -0.588
C -0.470 -0.194 -1.162 -0.489
S -0.757 1.486 -0.638 -0.084
C 0.014 1.471 0.940 0.025
N 0.657 0.419 1.326 -0.385
H -1.478 -0.654 -1.553 0.346
H 0.365 -0.329 -1.875 0.341
H -0.006 2.280 1.662 0.392
```

The energy above the lowest of the compared OMol25 structures with the same formula, charge and spin is 59.0 kcal/mol. The value obtained for the gap between HOMO and LUMO is 0.362 hartree. Its charge is 0. As for the highest occupied orbital energy: -10.22 eV.